ORCA calculation (ωB97M-V/def2-TZVPD) on a structure of composition C52H51N5O3PSr in a non-equilibrium geometry.

Summary:
Strongest force on any atom (eV/Å): 4.55
Charge: +1
Gap between HOMO and LUMO (eV): 7.6
ΔE to the lowest compared entry with this formula, charge and spin (kJ/mol): 117.84
HOMO (eV): -10.28
Energy (eV): -78469.5773

Last column: Mulliken charge in e.
Cartesian coordinates (Å):
Sr: -0.81812 -0.15454 0.15534  0.77
C: -0.99052 -3.08454 2.54484  -1.61
C: -1.29562 -2.07234 3.61074  1.55
C: -2.23202 -2.37044 4.59444  -0.92
C: -2.52962 -1.47464 5.60364  -0.96
C: -1.87962 -0.25444 5.64754  -0.97
C: -0.95032 0.08496 4.67754  1.62
C: -0.25272 1.41326 4.73664  -1.61
C: -0.66272 -0.82824 3.65334  -1.00
N: 0.25688 -0.43054 2.66364  1.30
C: 1.50768 -0.52584 2.85874  -0.32
C: 2.11668 -1.19274 4.05664  -1.80
C: 2.42358 0.03076 1.83144  0.49
C: 3.73298 0.57766 2.31154  -2.01
N: 2.03978 0.04766 0.61764  1.40
C: 2.92298 0.45046 -0.40626  -0.95
C: 2.75438 1.67336 -1.06216  0.88
C: 1.63308 2.60286 -0.70816  -1.46
C: 3.64368 2.02236 -2.06936  -0.92
C: 4.67898 1.18516 -2.44006  -1.10
C: 4.82048 -0.03534 -1.80716  -0.59
C: 3.95928 -0.41424 -0.78806  1.71
C: 4.13778 -1.74374 -0.11956  -1.64
H: -1.82982 -3.14644 1.85004  0.21
H: -0.85642 -4.06894 2.99434  0.54
H: -0.08902 -2.82984 1.98474  0.17
H: -2.72902 -3.32814 4.56424  0.51
H: -3.25642 -1.72714 6.36074  0.44
H: -2.07222 0.44416 6.44954  0.47
H: -0.76672 2.06696 5.43554  0.51
H: -0.23512 1.89066 3.75554  0.22
H: 0.77428 1.30286 5.08704  0.36
H: 1.32938 -1.59104 4.69334  0.46
H: 2.72468 -0.50594 4.64124  0.40
H: 2.75598 -2.01174 3.72924  0.41
H: 3.54818 1.32866 3.07884  0.47
H: 4.27588 1.03636 1.48774  0.50
H: 4.35478 -0.19924 2.75084  0.42
H: 1.36048 2.52896 0.34524  0.27
H: 0.75968 2.35636 -1.31896  0.17
H: 1.91678 3.62916 -0.92906  0.56
H: 3.52728 2.97826 -2.55516  0.48
H: 5.36788 1.47576 -3.21616  0.45
H: 5.61658 -0.70604 -2.08876  0.45
H: 4.65268 -2.42284 -0.79226  0.43
H: 3.17508 -2.17684 0.15394  0.23
H: 4.74018 -1.64704 0.78334  0.38
O: -2.65452 -0.38284 1.25594  -0.45
C: -3.18222 -0.77664 0.18934  0.97
O: -2.57292 -1.42734 -0.66696  -0.78
C: -4.53842 -0.17534 -0.04916  0.06
C: -5.74782 -0.84124 -0.15106  -0.65
C: -6.92252 -0.10614 -0.20296  -0.71
C: -6.88782 1.27806 -0.12616  -0.77
C: -5.67812 1.94586 -0.03876  -0.04
C: -4.49202 1.22016 -0.01906  0.22
P: -2.84452 2.01876 -0.00406  1.27
C: -3.11972 3.20496 1.35674  0.17
C: -3.59402 4.49926 1.17234  -0.43
C: -3.87592 5.28876 2.27284  -0.75
C: -3.68992 4.79686 3.55384  -0.75
C: -3.18812 3.51836 3.73854  -0.52
C: -2.90022 2.72306 2.64434  -0.87
C: -2.94772 3.11196 -1.46836  0.25
C: -1.93132 4.05496 -1.61726  -0.51
C: -1.91102 4.89556 -2.71346  -0.97
C: -2.89522 4.78986 -3.68516  -0.62
C: -3.88522 3.82936 -3.56486  -0.80
C: -3.90922 2.98846 -2.46476  -0.45
H: -5.77262 -1.92084 -0.17276  0.55
H: -7.86902 -0.61794 -0.27836  0.43
H: -7.80702 1.84306 -0.14486  0.46
H: -5.65572 3.02576 0.03954  0.51
H: -3.74202 4.89656 0.17834  0.42
H: -4.25482 6.28836 2.12714  0.44
H: -3.93802 5.41106 4.40584  0.41
H: -3.03432 3.13836 4.73744  0.49
H: -2.52822 1.71326 2.77214  0.57
H: -1.16722 4.14096 -0.85186  0.69
H: -1.13452 5.64106 -2.81156  0.45
H: -2.89392 5.45906 -4.53126  0.41
H: -4.65012 3.74136 -4.32276  0.46
H: -4.68782 2.24406 -2.37656  0.41
C: 5.81638 -6.47164 -0.53186  -1.54
C: 4.97248 -5.50574 -1.30636  0.84
C: 3.63438 -5.30654 -0.98546  -0.83
C: 2.85498 -4.42264 -1.70786  -0.77
C: 3.40248 -3.70994 -2.77166  0.70
N: 2.56858 -2.80004 -3.44146  0.01
C: 2.87208 -2.03054 -4.51896  0.22
O: 3.92478 -1.99474 -5.10596  -0.67
N: 1.79938 -1.26544 -4.99686  0.05
C: 0.70198 -0.73824 -4.35426  0.11
C: -0.40152 -0.31944 -5.10896  -0.74
C: -1.49262 0.21786 -4.45846  -1.35
C: -1.45842 0.33636 -3.07556  -0.82
N: -0.40792 -0.02174 -2.35236  1.00
C: 0.63988 -0.54704 -2.96926  -0.71
C: 4.73608 -3.91024 -3.11106  -0.56
C: 5.50268 -4.80014 -2.38126  -0.79
H: 5.41738 -6.63004 0.46774  0.37
H: 6.84208 -6.11744 -0.44966  0.39
H: 5.84158 -7.43604 -1.04006  0.32
H: 3.19458 -5.85014 -0.16116  0.39
H: 1.81438 -4.28144 -1.44496  0.50
H: 1.60228 -2.81794 -3.14836  0.23
H: 1.93018 -0.97964 -5.95816  0.30
H: -0.39292 -0.42004 -6.18446  0.47
H: -2.36202 0.53766 -5.01146  0.53
H: -2.30312 0.74556 -2.54036  0.57
H: 1.48948 -0.77864 -2.34306  0.93
H: 5.16548 -3.37634 -3.94206  0.52
H: 6.53688 -4.94814 -2.65696  0.39


ORCA calculation (ωB97M-V/def2-TZVPD) on a structure of composition C52H54FN5O7PS2Y in a non-equilibrium geometry.

Summary:
Strongest force on any atom (eV/Å): 2.87
Charge: +4
Gap between HOMO and LUMO (eV): 7.1
ΔE to the lowest compared entry with this formula, charge and spin (kJ/mol): 28.82
HOMO (eV): -15.54
Energy (eV): -111278.8589

Last column: Mulliken charge in e.
Cartesian coordinates (Å):
Y: 0.24410 -1.57889 -1.19188  1.16
C: -7.29813 -1.26930 -0.44860  -0.98
C: -6.70187 -1.23233 -1.84819  -0.87
N: -5.26935 -0.86587 -1.82856  0.04
C: -4.36129 -1.82423 -1.99311  -0.07
C: -3.00706 -1.64856 -1.82639  0.05
C: -2.10615 -2.76398 -2.27353  0.27
O: -1.05213 -3.05455 -1.58605  -0.87
O: -2.39358 -3.32503 -3.33189  -0.92
C: -2.50339 -0.37149 -1.45138  1.76
O: -1.27014 -0.13001 -1.19969  -1.19
C: -3.47838 0.69315 -1.43111  0.98
C: -3.07448 2.02020 -1.22176  -0.53
C: -3.98580 3.02897 -1.17659  0.14
F: -3.53304 4.26987 -0.93303  -0.34
C: -5.37875 2.81078 -1.33299  -1.13
C: -5.76818 1.49350 -1.54600  -0.51
C: -4.85168 0.43792 -1.59444  -0.27
N: -6.31922 3.83395 -1.28910  0.18
C: -5.93880 5.25211 -1.33856  -0.69
C: -7.19097 6.11701 -1.50387  -0.87
N: -8.18860 5.38579 -2.34947  -0.11
C: -8.71838 4.16765 -1.63282  -0.76
C: -7.63398 3.63209 -0.69432  -0.56
H: -8.34799 -1.55212 -0.50943  0.41
H: -7.23086 -0.30126 0.04802  0.30
H: -6.78603 -2.00709 0.16849  0.34
H: -7.23314 -0.54009 -2.49875  0.41
H: -6.77031 -2.21253 -2.31407  0.46
H: -4.74117 -2.80073 -2.26455  0.47
H: -2.02712 2.24272 -1.07143  0.69
H: -6.81517 1.28561 -1.69879  0.67
H: -5.27037 5.40811 -2.18441  0.52
H: -5.42275 5.58939 -0.43764  0.41
H: -6.93812 7.06110 -1.98086  0.42
H: -7.67799 6.33528 -0.55587  0.38
H: -7.73511 5.09976 -3.21916  0.38
H: -8.96078 6.00213 -2.61145  0.37
H: -9.00644 3.44131 -2.38949  0.41
H: -9.60444 4.45922 -1.07182  0.39
H: -7.82575 2.58248 -0.49771  0.33
H: -7.68450 4.14143 0.27307  0.32
C: 0.10025 -2.89951 7.29180  -1.63
C: 0.05814 -2.25704 5.93710  0.77
C: -0.29377 -0.90990 5.80718  -0.74
C: -0.33484 -0.29738 4.57028  -0.78
C: -0.00732 -1.04545 3.44518  0.78
C: 0.32634 -2.38450 3.53377  -0.34
C: 0.36247 -2.97898 4.78665  -0.80
S: -0.09328 -0.23773 1.86329  0.26
O: 0.35140 -1.32288 0.85387  0.17
C: 1.24078 0.94365 1.97998  1.74
C: 0.80569 2.28359 1.88148  -1.07
C: 1.70754 3.29964 1.99935  -1.17
C: 3.08024 3.02428 2.19388  0.76
C: 4.02903 4.06821 2.31547  -1.05
C: 5.35093 3.78641 2.49988  -0.79
C: 5.79079 2.44505 2.56414  -0.88
C: 4.90374 1.41440 2.45084  -0.76
C: 3.51909 1.67336 2.26952  1.02
C: 2.56643 0.61793 2.17260  -1.53
C: 3.04971 -0.79202 2.28224  0.41
C: 3.35755 -1.34609 3.55797  1.11
C: 3.18509 -0.61114 4.75571  -0.91
C: 3.48546 -1.17768 5.96146  -0.95
C: 3.96544 -2.50238 6.03247  -0.84
C: 4.13458 -3.23774 4.89372  -0.96
C: 3.83820 -2.68006 3.62922  0.79
C: 4.01346 -3.42835 2.43788  -1.32
C: 3.73842 -2.88606 1.21944  -1.00
C: 3.26238 -1.56032 1.16265  1.29
S: 2.89443 -0.84083 -0.41952  0.81
O: 2.25177 -1.99717 -1.23682  -0.27
C: 4.49273 -0.62053 -1.14599  0.54
C: 5.07122 0.63697 -1.01769  -0.44
C: 6.33990 0.84435 -1.53099  -1.04
C: 7.03037 -0.18022 -2.18025  0.91
C: 8.41864 0.04311 -2.70149  -1.53
C: 6.40973 -1.42562 -2.31115  -1.08
C: 5.14541 -1.65766 -1.79758  -0.51
H: -0.88007 -2.85319 7.76782  0.42
H: 0.79852 -2.37565 7.94651  0.35
H: 0.40098 -3.94312 7.23056  0.37
H: -0.53774 -0.33739 6.69356  0.46
H: -0.60175 0.75033 4.48598  0.43
H: 0.57590 -2.94799 2.64443  0.46
H: 0.63685 -4.02319 4.86862  0.35
H: -0.24616 2.49210 1.72726  0.60
H: 1.38188 4.33067 1.94484  0.45
H: 3.68508 5.09367 2.26861  0.49
H: 6.06907 4.58849 2.60365  0.46
H: 6.84185 2.23619 2.71331  0.52
H: 5.25181 0.39143 2.50932  0.57
H: 2.81593 0.40534 4.70798  0.60
H: 3.36259 -0.60628 6.87223  0.52
H: 4.20782 -2.93186 6.99540  0.47
H: 4.50611 -4.25331 4.94847  0.51
H: 4.38096 -4.44455 2.50838  0.48
H: 3.87960 -3.45377 0.30950  0.49
H: 4.54003 1.43713 -0.51455  0.67
H: 6.80324 1.81746 -1.42803  0.44
H: 8.57132 1.07963 -2.99656  0.41
H: 8.63745 -0.60286 -3.54963  0.41
H: 9.14747 -0.18385 -1.92031  0.30
H: 6.93853 -2.23031 -2.80714  0.47
H: 4.67719 -2.63014 -1.88434  0.43
N: -0.19524 -4.26972 -4.86716  -0.08
C: 1.01328 -3.66447 -4.24414  -1.01
P: 0.93796 -1.82989 -4.52349  1.51
O: 0.14498 -1.66164 -5.78175  -1.00
O: 0.53942 -1.07285 -3.27462  -0.67
C: 2.64416 -1.27745 -5.04872  -1.04
N: 2.45792 -0.68212 -6.41546  -0.18
H: -0.09627 -5.27621 -4.99967  0.42
H: -0.36387 -3.82144 -5.77543  0.41
H: -1.08170 -4.08485 -4.27781  0.24
H: 1.89561 -4.06069 -4.74537  0.69
H: 1.06284 -3.93393 -3.19120  0.29
H: 3.34948 -2.10326 -5.10598  0.46
H: 3.03732 -0.53601 -4.35734  0.22
H: 1.45837 -0.91066 -6.66855  0.37
H: 3.09226 -1.06887 -7.11439  0.35
H: 2.56822 0.33190 -6.42314  0.35